[1]
ORCA calculation (ωB97M-V with the def2-TZVPD basis set) on a structure of composition C11H17B2N7Sn.

Relative energy (zero: lowest compared OMol25 entry of this formula, charge and spin)   0.0 kcal per mole
Net charge   +2
Largest force on an atom   0.06904 Eh/bohr
HOMO-LUMO gap (alpha / beta)   4.95 / 6.25 eV

XYZ file:
```
38
Properties=species:S:1:pos:R:3:nbo_charge:R:1
H 0.906 -3.114 -0.075 0.248
N -0.666 -1.664 -0.126 -0.535
B -2.551 -0.121 -1.086 0.555
N -1.638 -1.384 -1.071 -0.321
C -1.766 -2.432 -1.894 0.081
Sn -0.584 -1.738 2.099 1.603
H -2.582 -2.479 -2.605 0.262
C -0.694 -3.297 -1.642 -0.308
H -0.452 -4.184 -2.183 0.271
C -0.001 -2.770 -0.562 -0.018
H -3.534 -0.304 -1.755 -0.002
C 2.474 1.024 -0.709 -0.830
H 2.467 0.104 -0.111 0.204
H 2.190 1.871 -0.081 0.203
H 1.725 0.890 -1.489 0.188
N -1.792 1.161 -1.632 -0.347
N -2.947 -0.074 0.414 -0.344
N -0.682 1.518 -0.918 -0.045
N -2.104 -0.073 1.533 -0.514
C -1.848 1.926 -2.761 0.212
C -4.216 0.164 0.792 0.077
H -2.605 1.829 -3.516 0.261
H -4.995 0.241 0.047 0.258
C -0.739 2.772 -2.786 -0.076
C -4.210 0.490 2.140 -0.315
C -0.058 2.449 -1.607 -0.079
C -2.881 0.382 2.578 0.010
H -0.416 3.488 -3.509 0.276
H -5.068 0.835 2.695 0.272
H 0.901 2.770 -1.288 0.263
H -2.457 0.599 3.545 0.247
H 3.423 1.160 -1.121 0.243
B 6.081 -0.627 3.568 -0.466
C 6.597 0.160 2.303 0.241
N 6.803 0.739 1.306 -0.205
H 7.033 -0.698 4.346 0.234
H 5.687 -1.702 3.120 0.025
H 5.198 0.090 4.043 0.172
```

***

[2]
ORCA calculation (ωB97M-V with the def2-TZVPD basis set) on a structure of composition C11H17B2N7Sn.

Relative energy (zero: lowest compared OMol25 entry of this formula, charge and spin)   50.8 kcal per mole
Net charge   +2
Largest force on an atom   0.11621 Eh/bohr
HOMO-LUMO gap (alpha / beta)   4.19 / 5.40 eV

XYZ file:
```
38
Properties=species:S:1:pos:R:3:nbo_charge:R:1
C 2.836 -0.465 0.629 0.008
N 1.582 -0.481 0.069 -0.457
N 1.613 0.039 -1.242 -0.292
C 2.913 0.096 -1.562 0.081
C 3.695 -0.165 -0.400 -0.304
B 0.339 0.313 -2.164 0.579
N -0.639 -0.921 -1.888 -0.326
N -0.924 -1.467 -0.641 -0.416
C -1.741 -2.562 -0.786 -0.012
C -1.901 -2.782 -2.145 -0.308
C -1.159 -1.767 -2.809 0.062
Sn 0.204 -1.481 1.378 1.834
N -0.276 1.806 -2.136 -0.346
N -0.802 2.168 -0.999 -0.065
C -1.310 3.350 -1.002 -0.081
C -1.146 3.945 -2.301 -0.083
C -0.463 2.886 -3.020 0.227
H -1.792 3.800 -0.159 0.259
H -0.108 2.848 -4.074 0.268
H -1.463 4.959 -2.627 0.290
H 0.762 0.181 -3.266 -0.024
H -0.900 -1.618 -3.837 0.248
H 3.148 0.256 -2.585 0.254
H -2.439 -3.595 -2.608 0.270
H 4.759 -0.174 -0.341 0.269
H -2.211 -3.084 0.083 0.242
H 2.941 -0.590 1.747 0.258
H -2.276 -0.167 1.316 0.285
C -1.762 -1.036 1.882 -0.990
H -2.294 -2.049 1.578 0.260
H 0.365 -2.878 1.983 -0.132
H -1.626 -0.794 3.045 0.258
B 0.296 0.188 5.349 -0.527
C 0.446 0.326 3.864 0.396
N 0.530 0.447 2.669 -0.518
H 1.322 0.619 5.813 0.256
H 0.149 -0.994 5.534 0.146
H -0.668 0.843 5.652 0.130
```

***

[3]
ORCA calculation (ωB97M-V with the def2-TZVPD basis set) on a cluster of 3 separate species, C11H17B3O9 in total.

Net charge   0
SMILES   C#CCCCB1OBOBO1.O=C1OCCO1.O=C1OCCO1
Largest force on an atom   0.13314 Eh/bohr
HOMO-LUMO gap   9.64 eV

XYZ file:
```
40
Properties=species:S:1:pos:R:3:nbo_charge:R:1
C 1.525 4.716 -0.040 -0.319
C 0.414 4.001 0.088 -0.029
C -0.807 3.088 0.673 -0.471
C -0.183 1.770 1.361 -0.380
C 0.303 0.642 0.266 -0.814
B 1.473 -0.247 0.963 1.198
O 2.882 -0.221 0.518 -0.897
B 3.560 0.400 1.674 0.991
O 3.417 -0.183 3.023 -0.893
B 1.970 -0.415 3.200 0.996
O 1.232 -1.120 2.133 -0.938
H 2.641 5.004 -0.172 0.270
H -1.514 2.890 -0.210 0.280
H -1.351 3.687 1.509 0.244
H 0.737 2.111 1.997 0.200
H -0.927 1.260 2.102 0.226
H 0.670 1.218 -0.668 0.256
H -0.591 -0.029 -0.008 0.252
H 4.163 1.384 1.440 -0.096
H 1.371 -0.016 4.152 -0.091
O -1.639 -6.000 -0.221 -0.574
C -0.846 -5.461 0.503 0.962
O 0.344 -6.006 0.883 -0.486
C 1.080 -4.984 1.538 -0.100
C 0.013 -4.046 2.009 -0.119
O -1.020 -4.226 1.051 -0.486
H 1.667 -5.396 2.362 0.202
H 1.759 -4.519 0.817 0.183
H -0.372 -4.313 2.998 0.177
H 0.350 -3.008 2.028 0.237
O -3.020 3.148 -1.612 -0.579
C -2.667 2.544 -2.590 0.973
O -3.244 2.662 -3.817 -0.477
C -2.411 1.973 -4.737 -0.102
C -1.683 0.994 -3.869 -0.102
O -1.638 1.652 -2.612 -0.488
H -3.007 1.482 -5.509 0.207
H -1.737 2.693 -5.212 0.188
H -2.226 0.051 -3.755 0.189
H -0.676 0.781 -4.233 0.208
```

***

[4]
ORCA calculation (ωB97M-V with the def2-TZVPD basis set) on a structure of composition C11H17BClCrF4N3OS.

Relative energy (zero: lowest compared OMol25 entry of this formula, charge and spin)   0.0 kcal per mole
<S²>   3.802
Multiplicity   4
Net charge   -1
Largest force on an atom   0.01042 Eh/bohr
HOMO-LUMO gap (alpha / beta)   6.69 / 7.63 eV

XYZ file:
```
40
Properties=species:S:1:pos:R:3:nbo_charge:R:1
Cr 0.392 0.283 0.346 1.227
O 1.824 0.230 -0.547 -1.016
Cl 1.566 0.735 3.384 -0.166
C 0.102 0.221 2.425 -0.805
H -0.698 0.889 2.753 0.194
H -0.137 -0.775 2.809 0.175
S 0.143 2.846 0.211 -0.251
C 0.172 2.580 -1.479 0.351
N -0.966 2.498 -2.173 -0.602
C -1.037 1.979 -3.527 -0.213
C 0.246 2.307 -4.269 -0.417
C 1.419 1.823 -3.434 -0.217
N 1.342 2.413 -2.109 -0.600
H -1.823 2.493 -1.632 0.455
H -1.910 2.410 -4.016 0.206
H -1.181 0.893 -3.499 0.200
H 0.323 3.384 -4.431 0.203
H 0.244 1.813 -5.241 0.211
H 2.372 2.106 -3.881 0.198
H 1.396 0.731 -3.346 0.206
H 2.074 2.157 -1.459 0.457
C -0.038 -6.130 -0.423 -0.632
C 0.047 -4.640 -0.240 0.030
C 1.183 -3.926 -0.596 -0.268
C 1.218 -2.552 -0.420 0.071
N 0.185 -1.881 0.090 -0.475
C -0.912 -2.556 0.440 0.086
C -1.018 -3.925 0.292 -0.260
H 0.879 -6.530 -0.853 0.211
H -0.868 -6.390 -1.083 0.222
H -0.215 -6.628 0.532 0.220
H 2.042 -4.434 -1.017 0.207
H 2.056 -1.911 -0.679 0.261
H -1.729 -1.966 0.832 0.231
H -1.935 -4.424 0.581 0.214
F -1.834 0.158 -0.031 -0.573
B -3.186 0.150 -0.545 1.362
F -3.366 1.312 -1.325 -0.578
F -3.323 -0.989 -1.339 -0.567
F -4.063 0.136 0.526 -0.557
```

***

[5]
ORCA calculation (ωB97M-V with the def2-TZVPD basis set) on a structure of composition C11H17BN6O3PtS.

Relative energy (zero: lowest compared OMol25 entry of this formula, charge and spin)   65.7 kcal per mole
<S²>   6.049
Multiplicity   5
Net charge   +2
Largest force on an atom   0.07218 Eh/bohr
HOMO-LUMO gap (alpha / beta)   8.55 / 4.66 eV

XYZ file:
```
40
Properties=species:S:1:pos:R:3:mulliken_spin:R:1
H 1.181 3.351 1.036 0.000
N 0.811 1.805 -0.288 0.116
B -0.108 0.423 -2.504 -0.030
N 0.339 1.712 -1.622 0.033
C 0.645 2.899 -2.216 0.012
Pt 1.199 0.716 1.382 1.479
H 0.571 3.008 -3.293 0.003
C 1.091 3.793 -1.243 0.026
H 1.420 4.808 -1.338 0.000
C 1.077 3.107 -0.027 0.009
H 0.372 0.629 -3.606 -0.002
C -2.528 -2.828 3.508 0.000
H -2.274 -3.325 4.441 0.000
H -1.626 -2.390 3.090 -0.001
H -2.949 -3.548 2.809 0.000
N -1.704 -0.083 -2.882 -0.047
N 0.863 -0.610 -1.790 0.045
N -2.410 -0.336 -1.719 0.395
N 1.173 -0.693 -0.428 0.380
C -2.606 -0.395 -3.918 0.355
C 1.795 -1.346 -2.470 0.247
H -2.364 -0.349 -4.983 0.002
H 1.852 -1.265 -3.551 -0.002
C -3.854 -0.798 -3.384 0.345
C 2.600 -2.010 -1.541 0.327
C -3.647 -0.732 -1.976 -0.039
C 2.063 -1.680 -0.277 -0.001
H -4.805 -1.097 -3.858 0.001
H 3.495 -2.595 -1.680 0.001
H -4.364 -0.961 -1.162 0.003
H 2.246 -2.025 0.744 0.005
H -3.200 -2.104 3.706 0.000
C 0.904 1.001 4.301 0.004
S 2.544 0.206 3.615 -0.016
O 3.564 0.092 4.636 0.017
O 1.915 -1.032 2.979 0.100
O 2.915 1.131 2.296 0.230
H 0.934 0.981 5.412 0.004
H 0.005 0.481 3.849 -0.001
H 0.861 2.060 3.955 0.000
```

***

[6]
ORCA calculation (ωB97M-V with the def2-TZVPD basis set) on a structure of composition C11H17BN6Os.

<S²>   6.021
Multiplicity   5
Net charge   +2
Largest force on an atom   0.04933 Eh/bohr
HOMO-LUMO gap (alpha / beta)   7.20 / 6.22 eV

XYZ file:
```
36
Properties=species:S:1:pos:R:3:nbo_charge:R:1
H 0.408 -2.971 0.922 0.257
N 1.257 -1.394 -0.243 -0.414
B 2.781 -0.121 -1.906 0.502
N 2.344 -1.376 -1.143 -0.319
C 2.979 -2.544 -1.096 0.113
Os 0.457 0.416 0.119 1.795
H 3.866 -2.617 -1.705 0.267
C 2.290 -3.392 -0.254 -0.291
H 2.551 -4.420 -0.061 0.283
C 1.210 -2.667 0.260 0.048
H 3.631 -0.318 -2.707 0.031
C -1.708 2.853 2.089 -0.854
H -2.575 2.920 2.763 0.265
H -2.054 2.959 1.050 0.207
H -0.984 3.650 2.311 0.236
N 3.197 0.900 -0.851 -0.316
N 1.515 0.478 -2.543 -0.307
N 2.341 1.276 0.166 -0.450
N 0.298 0.656 -1.865 -0.413
C 4.371 1.521 -0.716 0.092
C 1.401 0.969 -3.770 0.111
H 5.127 1.313 -1.455 0.262
H 2.290 0.965 -4.375 0.266
C 4.309 2.327 0.412 -0.290
C 0.101 1.369 -3.970 -0.292
C 3.022 2.165 0.952 0.038
C -0.588 1.147 -2.783 0.047
H 5.103 2.946 0.766 0.276
H -0.280 1.769 -4.891 0.281
H 2.552 2.609 1.814 0.253
H -1.639 1.276 -2.543 0.261
H -1.215 1.873 2.215 0.156
C -1.248 -0.208 0.784 -0.932
H -1.078 -0.179 1.882 0.261
H -1.579 -1.231 0.536 0.290
H -1.993 0.561 0.510 0.278
```

***

[7]
ORCA calculation (ωB97M-V with the def2-TZVPD basis set) on a structure of composition C11H17BaO5Sb.

Net charge   0
Largest force on an atom   0.26133 Eh/bohr
HOMO-LUMO gap   5.68 eV

XYZ file:
```
35
Properties=species:S:1:pos:R:3:lowdin_charge:R:1
Ba -1.596 0.969 -1.406 2.449
O 1.271 2.724 -0.954 0.105
C 0.637 1.704 -1.066 -0.843
O 0.372 1.126 -2.199 -0.502
C 0.021 1.094 0.309 -0.344
C -0.747 2.318 0.943 -0.272
C -0.802 2.153 2.466 -0.071
C -2.002 1.188 2.640 -0.077
C -2.264 0.805 1.192 -0.321
O -2.103 2.064 0.510 -0.328
C -1.066 -0.053 0.653 -0.322
C -1.759 -1.151 -0.270 -0.834
O -2.625 -1.832 0.232 0.095
O -1.456 -1.184 -1.523 -0.485
H 0.909 0.926 0.913 0.143
H -0.400 3.278 0.580 0.157
H 0.129 1.727 2.837 0.125
H -0.964 3.101 2.975 0.121
H -1.789 0.322 3.262 0.129
H -2.868 1.709 3.046 0.123
H -3.236 0.362 0.983 0.157
H -0.661 -0.635 1.477 0.157
C 3.027 -0.452 -1.023 -0.281
Sb 0.906 -1.059 -1.306 1.482
C 1.074 -2.725 0.176 -0.274
C 1.086 -1.992 -3.215 -0.263
H 3.670 -1.331 -0.932 -0.009
H 3.142 0.140 -0.113 -0.008
H 3.381 0.138 -1.870 0.001
H 1.763 -3.506 -0.157 -0.010
H 0.121 -3.207 0.398 -0.007
H 1.502 -2.286 1.080 -0.008
H 2.077 -2.422 -3.348 0.006
H 0.915 -1.234 -3.978 0.005
H 0.335 -2.775 -3.311 0.007
```

***

[8]
ORCA calculation (ωB97M-V with the def2-TZVPD basis set) on a cluster of 3 separate species, C11H17Br4NO5P in total.

Net charge   +1
Largest force on an atom   0.05916 Eh/bohr
HOMO-LUMO gap   6.70 eV

XYZ file:
```
39
Properties=species:S:1:pos:R:3:nbo_charge:R:1
O -4.030 0.751 4.495 -0.480
C -2.893 1.107 4.449 0.752
O -2.276 1.764 5.480 -0.637
C -2.096 0.764 3.153 -0.031
C -0.887 -0.075 3.282 -0.224
C -0.107 -0.401 2.104 0.112
N -0.521 0.089 0.892 -0.300
C 0.280 -0.190 -0.348 -0.598
P 1.196 1.437 -0.726 2.267
O 0.386 2.107 -1.796 -1.076
O 2.768 1.182 -1.127 -0.924
O 1.217 2.377 0.654 -0.974
C -1.634 0.885 0.708 0.055
C -2.482 1.253 1.822 -0.191
H -1.436 2.157 5.163 0.494
H -0.536 -0.444 4.269 0.269
H 0.822 -1.023 2.123 0.266
H 0.973 -1.057 -0.218 0.279
H -0.489 -0.365 -1.149 0.294
H 3.110 0.406 -0.636 0.510
H 0.377 2.874 0.714 0.516
H -1.872 1.243 -0.328 0.284
H -3.383 1.888 1.665 0.282
Br -0.889 -3.306 0.893 -0.029
C 0.496 -4.679 0.923 -0.439
C 1.721 -4.206 1.662 -0.437
Br 2.774 -2.971 0.580 -0.025
H 0.694 -4.951 -0.112 0.247
H 0.044 -5.527 1.437 0.249
H 2.389 -5.041 1.870 0.252
H 1.489 -3.692 2.592 0.228
Br 0.147 0.271 -4.164 -0.043
C 1.093 1.747 -5.009 -0.436
C 0.226 2.444 -6.025 -0.454
Br 0.090 1.410 -7.670 -0.003
H 2.008 1.338 -5.432 0.235
H 1.347 2.425 -4.193 0.240
H 0.673 3.392 -6.322 0.236
H -0.789 2.619 -5.675 0.233
```